No. 1
Computed, not measured: C27H34IN10OPS6Sr as an isolated structure, with ωB97M-V/def2-TZVPD.

Properties
Total charge: -2
Gap between HOMO and LUMO in eV: 5.01

Last column: Löwdin charge in e.
CARTESIAN COORDINATES (ANGSTROEM)
Sr 0.6513 -0.1331 -1.8874  0.80
C -2.8794 -1.9000 2.2880  -0.53
C -1.5123 -2.2426 2.8718  -0.52
S -0.2410 -1.1224 2.2383  0.83
C 1.2262 -2.0069 2.8264  -0.54
C 1.7001 -3.1462 1.9193  -0.53
S 2.2860 -2.4774 0.3416  0.80
C 2.2336 -3.9403 -0.7068  -0.54
C 0.8814 -4.6438 -0.8261  -0.52
S -0.5462 -3.5773 -1.2136  0.80
C -1.7118 -4.2724 -0.0096  -0.54
C -3.0353 -3.5122 -0.0099  -0.55
S -2.9893 -1.7739 0.4876  0.82
H -3.2007 -0.9208 2.6488  0.02
H -3.6176 -2.6280 2.6322  0.08
H -1.2354 -3.2694 2.6380  0.05
H -1.5566 -2.1432 3.9594  0.08
H 1.0079 -2.3824 3.8280  0.07
H 2.0097 -1.2519 2.9187  0.06
H 0.8842 -3.8540 1.7543  0.05
H 2.5261 -3.6783 2.3973  0.08
H 2.9816 -4.6630 -0.3717  0.08
H 2.5435 -3.5581 -1.6776  0.01
H 0.6362 -5.1526 0.1074  0.05
H 0.9699 -5.4055 -1.6020  0.08
H -1.2543 -4.2533 0.9776  0.04
H -1.9042 -5.3165 -0.2720  0.08
H -3.7620 -4.0292 0.6220  0.07
H -3.4420 -3.4856 -1.0237  0.06
S 3.5725 0.0332 -1.9328  0.38
C 4.0378 -1.1934 -3.0835  -0.81
C 5.4706 -1.2685 -3.3181  -0.32
N 6.6099 -1.3024 -3.4844  0.12
C 3.2499 -2.0729 -3.7621  -0.79
S 1.5064 -2.2622 -3.6688  0.43
C 3.8989 -3.0261 -4.6419  -0.32
N 4.3802 -3.8075 -5.3394  0.12
I -4.2672 -1.0815 -6.2377  0.80
C -3.3583 -0.6997 -4.4292  -0.78
C -3.7301 0.2536 -3.5048  -0.15
N -2.8667 0.1487 -2.4930  -0.01
N -1.9477 -0.8071 -2.6958  -0.04
C -2.2286 -1.3291 -3.8856  -0.21
H -4.5172 0.9875 -3.5174  0.12
H -2.8346 0.6947 -1.6372  0.06
H -1.6130 -2.1145 -4.2989  0.09
C 1.0974 2.7563 -4.1178  -0.16
C 0.0232 2.0641 -3.2549  -0.52
O -1.1139 2.5474 -3.3451  -0.17
H 0.7076 3.6551 -4.6145  0.05
H 1.4519 2.0392 -4.8682  0.05
H 1.9681 3.0019 -3.4993  0.04
N -2.6946 1.3316 0.2041  0.14
C -3.1775 1.7724 1.1611  -0.24
C -3.7786 2.2557 2.3362  -0.29
C -3.8770 3.6537 2.5735  -0.27
N -3.9639 4.7898 2.7693  0.10
C -4.2837 1.3294 3.2845  -0.27
N -4.6810 0.5543 4.0465  0.10
C 2.1709 4.8572 1.4778  -0.21
N 1.0102 4.4416 0.7018  -0.15
C -0.1597 4.3995 1.5852  -0.18
N 0.0320 3.5607 2.7689  -0.14
C 1.2214 4.0078 3.4755  -0.21
N 2.4400 4.0289 2.6580  -0.16
C 2.8378 2.6689 2.2698  -0.34
P 1.5540 1.7467 1.2768  1.00
C 1.2417 3.1416 0.0642  -0.33
C 0.1285 2.1428 2.4115  -0.38
H 1.9976 5.8788 1.8250  0.12
H 3.0526 4.8504 0.8334  0.12
H -1.0182 4.0315 1.0223  0.12
H -0.3779 5.4153 1.9197  0.12
H 1.3879 3.3563 4.3368  0.12
H 1.0430 5.0240 3.8360  0.12
H 3.0573 2.0946 3.1731  0.08
H 3.7602 2.7166 1.6872  0.08
H 0.3835 2.8946 -0.5662  0.06
H 2.1076 3.2124 -0.5989  0.08
H 0.2273 1.5434 3.3193  0.06
H -0.7879 1.8233 1.9218  0.03


No. 2
Computed, not measured: C27H34N7O2PS6Ti as an isolated structure, with ωB97M-V/def2-TZVPD.

Properties
<S²>: 2.021
2S+1: 3
Gap between HOMO and LUMO (alpha / beta) in eV: 4.78 / 5.39

Last column: Mulliken spin population.
CARTESIAN COORDINATES (ANGSTROEM)
Ti -1.4758 1.0465 -0.4061  1.07
C -1.1998 1.8034 3.9874  -0.05
C -1.0713 1.8116 2.4966  0.26
N -1.8516 1.0372 1.7086  0.19
N -2.9124 0.4121 2.3169  -0.03
C -3.8500 -0.1926 1.6049  0.06
N -4.8824 -0.7704 2.3059  0.02
S -3.7899 -0.2859 -0.0802  0.02
C -0.1385 2.6232 1.8050  0.09
C 0.7431 3.5338 2.4311  0.12
C 1.5836 4.3035 1.6697  0.00
C 1.5631 4.1864 0.2774  0.13
C 0.6854 3.2828 -0.2796  -0.04
N -0.1504 2.5279 0.4388  0.14
H -1.3511 0.7879 4.3680  0.02
H -2.0241 2.4304 4.3474  0.02
H -0.2918 2.1702 4.4585  0.00
H -3.0318 0.5275 3.3132  0.00
H -5.1305 -0.3591 3.1936  0.00
H -5.6770 -0.9932 1.7286  0.00
H 0.7501 3.6311 3.5067  0.01
H 2.2602 5.0002 2.1490  0.00
H 2.2034 4.7802 -0.3577  0.00
H 0.6239 3.1621 -1.3548  0.00
S -0.5319 6.6347 -4.5696  0.00
C -0.9736 5.2964 -3.7180  0.00
S -0.5556 3.6845 -4.1800  0.00
C -1.4114 2.8352 -2.9137  0.01
C -2.0921 3.6067 -2.0397  0.01
S -2.9977 3.0028 -0.6803  -0.01
S -1.9984 5.3299 -2.3291  0.00
S -1.2978 1.0892 -2.8252  -0.02
C -1.7816 -5.8179 -1.5234  0.00
N -0.4326 -5.1204 -1.3694  0.00
C -0.1148 -5.0204 0.1241  0.00
N -1.1578 -4.3639 0.8244  0.00
C -2.4260 -5.0550 0.6121  0.00
N -2.7946 -5.1391 -0.7991  0.00
C -3.0973 -3.8092 -1.3660  0.00
P -1.6915 -2.5860 -1.2813  0.00
C -0.4380 -3.7574 -2.0063  0.00
C -1.2477 -2.9322 0.4902  0.01
H -1.6467 -6.8320 -1.1425  0.00
H -2.0042 -5.8428 -2.5896  0.00
H 0.2861 -5.6893 -1.8158  0.00
H 0.8252 -4.4765 0.2082  0.00
H 0.0033 -6.0469 0.4764  0.00
H -3.2094 -4.5237 1.1500  0.00
H -2.3456 -6.0687 1.0125  0.00
H -3.9450 -3.3867 -0.8242  0.00
H -3.4106 -3.9301 -2.4053  0.00
H 0.5462 -3.3047 -1.8920  0.00
H -0.6313 -3.8925 -3.0723  0.00
H -2.0014 -2.4728 1.1302  0.00
H -0.2977 -2.4383 0.7000  0.00
C 5.6459 3.0980 0.1234  0.00
C 4.5048 2.1402 -0.0871  0.00
C 4.0464 1.8363 -1.3597  0.00
C 2.9780 0.9686 -1.5680  0.01
C 2.5261 0.6626 -2.9709  0.00
C 2.3447 0.4127 -0.4549  0.01
C 2.7908 0.6959 0.8390  -0.02
C 2.1516 0.0589 2.0467  0.02
C 3.8720 1.5495 1.0008  0.01
C 1.1968 -0.5395 -0.6522  -0.01
O 1.3822 -1.6010 -1.2411  0.00
O 0.0733 -0.2212 -0.0917  -0.04
H 6.0218 3.4780 -0.8259  0.00
H 6.4738 2.6164 0.6470  0.00
H 5.3315 3.9520 0.7275  0.00
H 4.5238 2.2928 -2.2205  0.00
H 2.9519 1.3796 -3.6727  0.00
H 1.4391 0.6935 -3.0628  0.00
H 2.8396 -0.3404 -3.2642  0.00
H 1.0847 0.2796 2.0942  -0.01
H 2.6274 0.4139 2.9607  0.00
H 2.2608 -1.0293 2.0131  0.00
H 4.2196 1.7733 2.0049  0.00


No. 3
Computed, not measured: C27H34N8O2RuSe as an isolated structure, with ωB97M-V/def2-TZVPD.

Properties
Total charge: +1
<S²>: 0.761
2S+1: 2
Gap between HOMO and LUMO (alpha / beta) in eV: 7.23 / 6.45

Last column: Mulliken spin population.
CARTESIAN COORDINATES (ANGSTROEM)
Ru 0.1662 -1.3389 0.2726  0.85
N -1.2689 3.4802 0.5146  0.00
C -0.9464 2.1295 1.0954  0.02
C 0.2237 2.2839 2.0429  0.00
C 0.6125 0.9456 2.6654  -0.01
N 1.2455 0.0430 1.6726  0.02
C -0.5979 0.2854 3.3265  0.01
C -1.8186 0.1659 2.4125  0.00
N -1.5866 -0.9144 1.4266  0.00
C -2.1577 1.5200 1.7768  -0.01
H -0.4586 3.8466 -0.0361  0.00
H -1.5152 4.1588 1.2354  0.00
H -2.0226 3.4305 -0.1783  0.00
H -0.6553 1.5069 0.2520  -0.02
H -0.0428 2.9643 2.8600  0.00
H 1.0811 2.7210 1.5208  0.00
H 1.3557 1.1618 3.4365  0.00
H 1.7523 -0.6700 2.1937  0.00
H 1.9840 0.5570 1.1956  0.00
H -0.8726 0.8830 4.1987  0.00
H -0.3309 -0.7034 3.7072  0.00
H -2.6792 -0.1274 3.0179  0.00
H -2.3331 -0.9738 0.7343  0.00
H -1.6118 -1.8068 1.9171  0.00
H -2.4986 2.1765 2.5856  0.00
H -2.9889 1.4107 1.0735  0.00
O -1.1406 -2.4950 -0.6858  -0.01
C -0.9045 -3.7477 -1.0532  0.01
C -1.4628 -4.1944 -2.2578  0.00
C -1.2989 -5.4960 -2.6769  0.00
C -0.5679 -6.4024 -1.9098  0.00
C -0.0112 -5.9769 -0.7254  0.00
C -0.1648 -4.6589 -0.2761  0.01
C 0.4216 -4.2441 0.9903  0.00
N 0.3210 -3.0528 1.5842  0.00
C 1.0469 -3.1312 2.7612  0.00
C 1.5678 -4.3700 2.8933  0.00
N 1.1644 -5.0565 1.7724  0.00
H -2.0166 -3.4769 -2.8482  0.00
H -1.7356 -5.8134 -3.6149  0.00
H -0.4368 -7.4234 -2.2383  0.00
H 0.5478 -6.6971 -0.1396  0.00
H 1.1212 -2.3111 3.4551  0.00
H 2.1651 -4.8211 3.6645  0.00
H 1.3949 -6.0103 1.5561  0.00
C -0.6058 6.2121 -2.4138  0.00
C -0.4990 4.7250 -2.2141  0.00
C -1.5569 3.8756 -2.5185  0.00
C -1.4593 2.4907 -2.3828  0.00
C -2.6579 1.6453 -2.7156  0.00
C -0.2517 1.9191 -1.9389  0.00
Se -0.0980 0.0023 -1.8535  0.00
C 0.8379 2.7591 -1.6576  0.00
C 2.1799 2.1934 -1.2875  0.00
C 0.6875 4.1442 -1.7699  0.00
H -1.6410 6.5494 -2.3692  0.00
H -0.2140 6.4884 -3.3942  0.00
H -0.0284 6.7603 -1.6690  0.00
H -2.4849 4.3007 -2.8893  0.00
H -3.4957 2.2671 -3.0305  0.00
H -2.9621 1.0299 -1.8644  0.00
H -2.4256 0.9379 -3.5112  0.00
H 2.1034 1.4796 -0.4642  0.00
H 2.8848 2.9799 -1.0209  0.00
H 2.5856 1.6237 -2.1261  0.00
H 1.5379 4.7823 -1.5515  0.00
O 1.6631 -2.1982 -0.9412  0.05
N 2.4211 -1.8181 0.0198  0.05
C 3.6076 -1.3400 -0.2263  0.02
C 4.2987 -0.8210 0.9156  0.00
N 4.7677 -0.3384 1.8484  0.00
C 4.1632 -1.2472 -1.5422  0.01
N 4.5955 -1.1599 -2.6025  0.00


Total energy per entry: -4731.03228, -5163.09171, -4133.88285 Eh